A cluster of 3 separate species, C3H14NO2 in total, computed with the ωB97M-V functional and the def2-TZVPD basis.

Structure (XYZ):
```
20
Properties=species:S:1:pos:R:3:forces:R:3
C 0.312 0.497 -0.500 0.08 -0.47 0.08
C -0.157 1.925 -0.900 -0.41 -1.46 -1.02
C -0.653 1.990 -2.294 0.82 0.08 1.24
N 0.093 0.228 0.965 0.54 -0.38 -1.11
H -0.297 -0.253 -0.985 -0.32 0.06 -0.49
H 1.334 0.266 -0.794 0.08 0.15 0.28
H 0.742 2.598 -0.767 0.07 0.20 0.34
H -0.900 2.330 -0.199 -0.03 0.71 -0.16
H -0.177 1.352 -3.030 0.17 -0.35 -0.02
H -1.768 1.835 -2.462 -0.16 0.68 -0.31
H -0.640 3.111 -2.514 -0.74 0.04 -0.12
H 0.966 0.250 1.486 0.06 0.59 0.53
H -0.654 0.811 1.319 0.06 0.32 0.74
H -0.218 -0.752 1.124 -0.09 -0.59 0.24
H 0.114 -2.616 2.773 0.21 0.05 -0.38
H -1.114 -1.906 3.187 -0.32 0.06 -0.35
O -0.593 -2.078 2.385 0.02 0.18 0.81
H 0.697 -3.564 0.935 0.16 -0.33 -0.75
H 1.592 -3.105 -0.315 -0.16 -0.72 0.12
O 1.322 -2.919 0.588 -0.03 1.17 0.35
```
Forces are in eV/Å.

**<S²>**: 0.753
**Spin multiplicity**: 2
**LUMO (spin up / spin down)**: -7.05 / -15.33 eV
**Energy**: -8901.587 eV
**F_max**: 0.0355 Eh/bohr
**Total charge**: +2

The natural (NBO) scheme yields these atomic charges, measured in e: C -0.223; C -0.431; C -0.503; N -0.691; H 0.259; H 0.280; H 0.407; H 0.304; H 0.297; H 0.419; H 0.413; H 0.469; H 0.440; H 0.514; H 0.505; H 0.505; O -0.969; H 0.496; H 0.497; O -0.986

A cluster of 2 separate species, C2H3Cl2NO4 in total, computed with the ωB97M-V functional and the def2-TZVPD basis.

Structure (XYZ):
```
12
Properties=species:S:1:pos:R:3:forces:R:3
C -0.198 -0.388 -0.159 -0.45 -1.57 0.87
C -0.090 -0.950 1.285 0.02 -0.64 1.19
O -0.598 -2.194 1.314 0.01 -0.70 1.28
Cl 1.681 -0.906 1.829 -0.80 -0.48 -0.16
Cl -0.967 0.190 2.453 0.12 -0.86 -0.38
O 0.363 0.738 0.242 0.79 3.05 -2.01
O 0.011 1.452 -2.502 0.48 1.47 -0.54
N 0.490 2.541 -2.382 0.32 1.19 -0.74
O 0.725 3.511 -3.090 -0.80 -2.64 1.22
H 0.410 -1.068 -0.813 -0.43 0.62 0.33
H -1.291 -0.364 -0.411 0.82 0.10 0.04
H -0.534 -2.563 2.234 -0.06 0.47 -1.10
```
Forces are in eV/Å.

**Spin multiplicity**: 1
**LUMO (spin up / spin down)**: -1.75 / -1.72 eV
**Energy**: -36840.794 eV
**F_max**: 0.0726 Eh/bohr

The natural (NBO) scheme yields these atomic charges, measured in e: C -0.155; C 0.315; O -0.681; Cl -0.056; Cl -0.056; O -0.278; O -0.266; N 0.531; O -0.260; H 0.202; H 0.202; H 0.502

An isolated molecule of C5H7N, computed with the ωB97M-V functional and the def2-TZVPD basis.

Structure (XYZ):
```
13
Properties=species:S:1:pos:R:3:forces:R:3
C 0.915 0.723 -0.057 1.12 0.86 -1.02
C 1.927 1.016 0.660 1.00 0.30 4.14
C -1.855 -1.521 0.534 -5.91 -3.70 1.32
C 0.357 0.378 -1.340 0.70 -0.79 -1.60
C -0.428 0.357 -0.035 -2.37 -2.12 2.40
N -0.683 -1.065 0.438 2.66 5.26 -2.09
H 1.962 0.992 1.802 -0.67 0.00 -1.61
H 2.849 1.311 0.303 1.80 0.44 -1.23
H -2.102 -2.529 0.906 0.67 0.44 0.36
H -2.850 -1.108 0.230 1.39 0.36 -0.59
H 0.268 0.895 -2.315 -0.36 0.38 1.14
H 0.740 -0.637 -1.523 -0.59 0.20 -0.19
H -1.100 1.188 0.396 0.57 -1.64 -1.04
```
Forces are in eV/Å.

**<S²>**: 2.006
**Spin multiplicity**: 3
**LUMO (spin up / spin down)**: 1.13 / -2.23 eV
**Energy**: -6780.603 eV
**F_max**: 0.1381 Eh/bohr

The natural (NBO) scheme yields these atomic charges, measured in e: C -0.028; C -0.355; C -0.474; C -0.444; C -0.115; N -0.170; H 0.198; H 0.196; H 0.223; H 0.238; H 0.242; H 0.244; H 0.245

A cluster of 2 separate species, C5H11NO in total, computed with the ωB97M-V functional and the def2-TZVPD basis.

Structure (XYZ):
```
18
Properties=species:S:1:pos:R:3:forces:R:3
C -0.988 -1.427 -0.910 -0.06 -0.06 0.02
C -0.245 -0.177 -1.178 -0.07 -0.09 -0.02
C -1.302 0.950 1.736 -0.01 0.02 0.01
N 0.932 0.012 -0.594 0.00 0.27 -0.19
C 1.578 -0.784 0.285 0.12 -0.24 0.11
C 1.627 1.250 -0.895 -0.10 0.33 -0.27
O 1.211 2.072 -1.652 0.17 -0.38 0.36
H -1.096 -1.606 0.173 0.02 0.04 -0.15
H -1.986 -1.387 -1.352 0.16 -0.01 0.04
H -0.467 -2.311 -1.317 -0.04 0.11 0.07
H -0.580 0.606 -1.840 0.06 -0.09 0.09
H -1.151 1.922 1.259 -0.02 -0.14 0.08
H -2.128 0.435 1.240 0.11 0.09 0.09
H -1.544 1.095 2.792 0.03 -0.01 -0.15
H 1.168 -1.750 0.529 0.04 0.12 -0.05
H 2.538 -0.461 0.658 -0.14 -0.01 -0.08
H -0.390 0.351 1.651 -0.17 0.11 0.04
H 2.577 1.329 -0.347 -0.11 -0.05 -0.03
```
Forces are in eV/Å.

**Spin multiplicity**: 1
**LUMO (spin up / spin down)**: 0.23 / 0.23 eV
**Energy**: -8898.488 eV
**F_max**: 0.0108 Eh/bohr

The natural (NBO) scheme yields these atomic charges, measured in e: C -0.671; C -0.069; C -0.859; N -0.343; C -0.423; C 0.583; O -0.492; H 0.216; H 0.231; H 0.217; H 0.222; H 0.213; H 0.210; H 0.212; H 0.206; H 0.194; H 0.214; H 0.137

A cluster of 8 separate species, C36H88N8O4 in total, computed with the ωB97M-V functional and the def2-TZVPD basis.

Structure (XYZ):
```
136
Properties=species:S:1:pos:R:3:forces:R:3
C 0.762 6.346 -1.715 1.42 2.00 -1.44
C 0.039 7.076 -0.592 0.69 -2.53 0.95
N 0.787 7.177 0.717 -0.86 -0.47 -0.45
C 0.791 5.917 1.518 -1.19 1.03 0.51
C -0.479 5.950 2.345 -0.47 -0.23 0.31
C 2.105 7.701 0.591 1.42 0.64 -1.67
C 2.192 9.134 -0.009 -0.16 0.38 1.88
H 1.377 5.460 -1.560 -0.78 -0.33 0.52
H 1.494 7.030 -2.145 0.38 0.22 -0.19
H 0.047 6.275 -2.534 -0.06 -0.74 -0.01
H -0.407 7.993 -0.978 0.22 0.11 0.45
H -0.730 6.308 -0.512 -0.87 0.67 1.18
H 0.766 4.957 1.002 0.41 0.09 -0.78
H 1.626 5.912 2.219 0.30 0.09 -0.35
H -0.706 4.977 2.781 -0.11 -0.15 -0.10
H -0.446 6.658 3.173 0.18 0.20 -0.13
H -1.294 6.251 1.687 -0.19 -0.16 0.14
H 2.711 7.084 -0.073 0.26 -0.48 -0.31
H 2.646 7.642 1.535 -0.29 0.30 0.21
H 3.193 9.479 -0.267 0.11 -0.75 -0.80
H 2.061 9.816 0.832 -0.78 0.22 0.16
H 1.430 9.383 -0.747 0.31 -0.23 -0.15
C 0.322 -5.307 0.655 0.70 -0.50 0.48
C 1.274 -5.241 1.890 -1.39 -0.50 0.91
N 0.618 -5.239 3.208 -2.96 0.30 0.52
C -0.540 -6.217 3.382 1.75 0.65 0.12
C -0.079 -7.693 3.442 -0.34 0.21 -0.47
C 1.497 -5.235 4.350 0.97 0.82 0.44
C 0.902 -5.099 5.782 -0.35 -0.69 -0.40
H 1.065 -5.393 -0.138 -0.48 0.23 -0.58
H -0.356 -4.467 0.508 0.55 0.44 0.20
H -0.371 -6.143 0.560 0.45 -0.50 0.41
H 1.963 -6.084 1.956 0.38 -0.34 -0.91
H 1.875 -4.343 1.746 0.07 0.10 0.41
H -1.050 -5.983 4.316 0.15 0.19 0.04
H -1.288 -5.982 2.624 0.24 -0.43 -0.27
H -0.946 -8.338 3.303 0.05 -0.16 -0.07
H 0.661 -7.918 2.674 -0.17 0.02 -0.29
H 0.404 -8.001 4.370 -0.14 0.40 0.26
H 2.146 -4.362 4.279 0.19 0.19 -0.39
H 2.187 -6.074 4.257 0.23 -0.57 0.50
H 0.437 -4.134 5.979 -0.26 -0.09 -0.40
H 1.618 -5.196 6.599 0.61 -0.09 -0.46
H 0.196 -5.906 5.980 -0.28 0.15 0.03
C -3.187 -1.640 0.785 -0.66 0.91 -1.44
C -3.748 -1.033 2.059 0.79 -0.53 0.42
N -2.637 -0.854 3.037 -0.57 -0.23 0.44
C -2.156 -2.143 3.519 0.31 -0.39 -0.42
C -0.916 -2.031 4.383 0.10 -0.35 1.11
C -3.009 -0.061 4.231 -0.32 1.04 -1.63
C -3.355 1.410 3.848 0.15 -0.77 0.73
H -2.418 -1.019 0.325 0.47 -0.14 0.41
H -3.925 -1.631 -0.017 -0.55 0.13 0.18
H -2.920 -2.697 0.796 0.34 0.17 0.62
H -4.322 -0.111 1.974 0.63 0.24 -0.59
H -4.528 -1.736 2.351 -0.10 -0.42 0.94
H -2.947 -2.688 4.034 -0.34 -0.10 0.46
H -1.893 -2.819 2.705 -0.04 0.32 -0.41
H -0.320 -2.943 4.346 0.29 0.19 -0.73
H -0.350 -1.121 4.182 0.25 -0.21 -0.29
H -1.120 -2.003 5.453 -0.45 0.39 0.16
H -2.154 -0.047 4.907 -0.19 -0.07 -0.01
H -3.874 -0.514 4.715 -0.14 -0.21 0.43
H -4.376 1.538 3.488 0.08 -0.15 -0.23
H -2.641 1.798 3.123 -0.08 0.05 -0.01
H -3.310 1.979 4.777 0.12 0.28 -0.05
C -0.508 -3.098 -5.293 1.18 0.10 -1.06
C -1.909 -2.680 -5.033 -1.33 0.29 0.73
N -2.078 -1.571 -4.061 -0.63 0.49 0.38
C -1.812 -1.982 -2.672 -0.11 -0.65 0.61
C -2.757 -3.080 -2.109 0.74 -0.13 -0.31
C -3.384 -0.819 -4.143 0.99 -0.89 -1.58
C -3.285 0.649 -3.794 0.52 0.07 1.02
H 0.090 -2.262 -5.657 0.14 0.37 0.63
H -0.470 -3.692 -6.206 -0.31 -0.66 0.14
H 0.021 -3.641 -4.509 -0.12 0.18 0.12
H -2.368 -2.456 -5.997 0.00 0.74 0.08
H -2.496 -3.546 -4.726 -0.08 -0.37 0.20
H -1.845 -1.170 -1.945 -0.19 0.65 -0.52
H -0.784 -2.325 -2.562 0.15 -0.24 -0.43
H -3.744 -2.689 -1.865 -0.12 -0.28 -0.57
H -2.413 -3.553 -1.189 0.43 0.36 0.18
H -2.713 -3.908 -2.818 -0.81 -0.02 -0.05
H -3.703 -0.878 -5.183 0.28 0.09 -0.38
H -4.210 -1.371 -3.695 0.01 0.17 0.88
H -2.786 0.828 -2.841 -0.44 -0.33 0.63
H -2.594 1.248 -4.388 -0.35 -0.26 -0.91
H -4.283 1.086 -3.753 0.11 0.20 -0.08
C 1.406 -0.339 -3.865 -0.59 0.42 -0.92
C 2.152 0.503 -4.900 -1.10 0.57 0.95
O 3.297 0.809 -4.674 0.97 0.37 -0.52
N 1.410 0.974 -5.958 0.44 -0.06 0.08
C 1.954 1.866 -6.975 -0.05 -0.61 -0.48
H 1.690 -1.361 -4.119 -0.19 -0.20 0.65
H 0.329 -0.193 -3.941 -0.17 -0.40 -0.35
H 1.628 -0.024 -2.845 0.73 -0.27 -0.16
H 0.545 0.498 -6.174 -0.01 0.22 0.24
H 2.070 1.327 -7.916 0.28 -0.23 -0.11
H 2.937 2.237 -6.684 -0.27 0.01 0.20
H 1.271 2.671 -7.246 -0.03 0.20 0.58
C -3.257 3.856 -0.642 -0.12 -0.67 0.30
C -1.898 3.154 -0.408 -1.64 1.91 -2.22
O -1.658 2.569 0.589 0.71 -1.76 3.31
N -1.060 3.167 -1.451 1.38 -0.44 -0.93
C 0.271 2.513 -1.422 -0.57 -0.38 0.30
H -3.272 4.809 -1.171 0.31 -0.14 -0.09
H -3.819 3.947 0.288 0.48 0.24 0.27
H -3.874 3.135 -1.179 0.05 0.02 -0.52
H -1.300 3.747 -2.243 0.12 -0.14 -0.15
H 0.308 1.500 -1.022 -0.96 -0.03 0.46
H 0.949 3.047 -0.756 0.27 0.34 -0.49
H 0.652 2.282 -2.416 0.04 1.04 -0.19
C 4.673 -2.629 -0.424 0.68 2.86 0.40
C 5.589 -1.404 -0.127 3.12 0.51 -2.46
O 6.828 -1.456 -0.363 -2.06 -0.25 1.26
N 5.002 -0.204 0.137 -1.21 -2.14 -0.30
C 5.661 0.999 0.457 0.56 0.88 -0.40
H 4.643 -3.106 0.556 -0.57 -0.69 -0.48
H 5.050 -3.162 -1.297 0.23 -0.26 0.61
H 3.792 -2.068 -0.736 -0.82 -0.92 0.34
H 4.002 -0.161 0.000 -0.13 0.01 0.27
H 5.974 0.964 1.501 0.22 0.52 -0.02
H 4.993 1.829 0.227 -0.31 -0.04 0.60
H 6.488 1.227 -0.216 0.45 -0.49 0.22
C 0.542 -1.908 0.334 0.11 1.03 0.58
C 1.254 -0.560 0.613 -0.80 -0.98 1.12
O 2.177 -0.210 -0.077 1.20 0.51 -1.45
N 0.829 0.201 1.645 -0.02 -1.15 -1.63
C 1.446 1.464 1.968 -0.77 0.59 1.71
H 0.337 -1.857 -0.736 -0.15 -0.40 0.10
H -0.363 -2.033 0.927 -0.21 0.22 -0.22
H 1.150 -2.777 0.585 0.40 0.38 -0.30
H 0.167 -0.304 2.217 -0.30 1.00 0.38
H 0.692 1.958 2.581 0.28 -0.08 0.77
H 1.594 2.299 1.283 -0.02 -1.05 -1.24
H 2.383 1.304 2.501 -0.01 0.15 0.15
```
Forces are in eV/Å.

**<S²>**: 0.750
**Spin multiplicity**: 2
**LUMO (spin up / spin down)**: 2.12 / 2.09 eV
**Energy**: -58866.928 eV
**F_max**: 0.0778 Eh/bohr
**Total charge**: -1

Atomic partial charges in e from the Löwdin method, atoms 1 to 99: C -0.149; C -0.226; N -0.167; C -0.242; C -0.106; C -0.296; C -0.082; H 0.068; H 0.052; H 0.045; H 0.104; H 0.084; H 0.095; H 0.105; H 0.062; H 0.066; H 0.063; H 0.096; H 0.107; H 0.064; H 0.057; H 0.061; C -0.083; C -0.229; N -0.200; C -0.212; C -0.083; C -0.272; C -0.076; H 0.076; H 0.048; H 0.061; H 0.100; H 0.094; H 0.090; H 0.095; H 0.067; H 0.064; H 0.063; H 0.109; H 0.103; H 0.053; H 0.069; H 0.055; C -0.113; C -0.230; N -0.171; C -0.280; C -0.092; C -0.239; C -0.082; H 0.068; H 0.057; H 0.057; H 0.102; H 0.104; H 0.113; H 0.088; H 0.040; H 0.070; H 0.068; H 0.094; H 0.110; H 0.057; H 0.063; H 0.061; C -0.120; C -0.283; N -0.149; C -0.249; C -0.094; C -0.261; C -0.169; H 0.054; H 0.068; H 0.072; H 0.106; H 0.091; H 0.090; H 0.086; H 0.055; H 0.046; H 0.056; H 0.091; H 0.097; H 0.044; H 0.032; H 0.049; C -0.015; C -0.567; O 0.039; N 0.002; C -0.135; H 0.075; H 0.054; H 0.063; H 0.107; H 0.065; H 0.079

A cluster of 2 separate species, C4H12O in total, computed with the ωB97M-V functional and the def2-TZVPD basis.

Structure (XYZ):
```
17
Properties=species:S:1:pos:R:3:forces:R:3
C -0.655 1.160 -0.643 -1.68 -0.06 -3.40
C 0.380 2.048 -0.022 1.08 0.51 0.62
O -2.017 1.781 -0.802 1.58 1.65 1.03
H -0.378 1.024 -1.810 -0.28 -0.56 2.82
H -0.864 0.206 -0.070 0.59 1.63 -1.12
H 0.938 1.525 0.761 0.23 -0.26 -0.35
H -1.919 2.774 -0.641 -0.16 -2.10 -0.36
H -0.094 2.810 0.581 -0.32 0.55 -0.04
H 1.125 2.543 -0.709 -0.99 -0.62 0.54
C -0.201 -1.948 0.854 -2.35 -0.88 -2.61
C 1.106 -2.031 0.066 2.06 0.88 -0.52
H -0.908 -2.828 0.786 1.41 0.12 0.18
H -0.033 -1.785 1.870 -0.17 0.92 1.60
H -0.936 -1.240 0.288 1.58 -0.95 1.73
H 1.188 -1.017 -0.477 0.17 -1.75 0.36
H 1.101 -2.883 -0.638 -0.05 0.72 -0.01
H 2.168 -2.137 0.605 -2.67 0.20 -0.47
```
Forces are in eV/Å.

**Spin multiplicity**: 1
**LUMO**: 1.01 eV
**Energy**: -6388.086 eV
**F_max**: 0.0738 Eh/bohr
**SMILES**: CCO.CC

The natural (NBO) scheme yields these atomic charges, measured in e: C -0.081; C -0.668; O -0.746; H 0.174; H 0.193; H 0.224; H 0.460; H 0.215; H 0.221; C -0.618; C -0.630; H 0.211; H 0.213; H 0.202; H 0.204; H 0.215; H 0.212